(1)
A molecular structure, C37H24Br2N5O3TaTe. Source: OMol25; level of theory: ωB97M-V/def2-TZVPD.

Each line ends with the Mulliken charge.
Positions of all 73 atoms, in Å:
Ta (-0.2209, 0.6291, 1.2582)  1.055
O (-0.3415, 3.3810, -2.3358)  -0.755
C (-1.6189, 3.7907, -2.2592)  0.466
C (-2.0111, 4.7701, -3.1764)  -0.714
C (-3.3003, 5.2571, -3.1691)  -0.320
C (-4.2362, 4.7852, -2.2498)  -0.769
C (-3.8586, 3.8173, -1.3467)  -0.610
C (-2.5572, 3.3004, -1.3326)  -0.124
C (-2.2142, 2.2607, -0.3542)  1.026
O (-1.0061, 1.8044, -0.3530)  0.279
N (-3.1234, 1.8182, 0.4734)  -1.507
N (-2.5466, 0.8887, 1.2743)  1.013
C (-3.2703, 0.3287, 2.1652)  -1.051
C (-2.6348, -0.6834, 2.9919)  1.291
C (-3.3148, -1.3165, 4.0185)  -0.941
C (-2.6685, -2.3087, 4.7359)  -0.379
C (-1.3728, -2.6425, 4.3856)  -1.051
C (-0.7532, -1.9521, 3.3583)  -0.433
N (-1.3574, -0.9774, 2.6705)  -0.038
H (-0.1780, 2.7459, -1.6110)  0.326
H (-1.2728, 5.1331, -3.8783)  0.440
H (-3.5840, 6.0189, -3.8846)  0.382
H (-5.2449, 5.1748, -2.2439)  0.404
H (-4.5625, 3.4318, -0.6223)  0.439
H (-4.3108, 0.6059, 2.2930)  0.385
H (-4.3307, -1.0244, 4.2450)  0.494
H (-3.1736, -2.8139, 5.5484)  0.431
H (-0.8285, -3.4199, 4.9020)  0.462
H (0.2616, -2.1744, 3.0702)  0.678
Br (2.1218, -0.1014, 4.7370)  -0.162
C (3.0734, -0.6417, 3.1961)  0.175
C (4.4680, -0.8190, 3.3351)  -0.348
C (5.1970, -1.3334, 2.3102)  -0.167
Br (7.0699, -1.5176, 2.5346)  -0.239
C (4.5663, -1.7749, 1.1172)  1.318
C (5.2402, -2.4166, 0.0536)  -0.991
C (4.5258, -2.8810, -1.0093)  -0.808
C (3.1250, -2.7093, -1.0040)  -0.310
N (2.4714, -2.0916, -0.0596)  -0.129
C (3.1717, -1.5989, 0.9930)  0.462
C (2.4261, -0.9235, 2.0221)  -0.282
O (1.1374, -0.6994, 1.8238)  -0.423
H (4.9426, -0.5424, 4.2653)  0.440
H (6.3124, -2.5455, 0.1056)  0.324
H (5.0105, -3.3845, -1.8344)  0.422
H (2.5287, -3.0979, -1.8258)  0.445
C (3.7116, 2.1787, -0.3703)  -0.857
C (3.7744, 1.6186, -1.6382)  -1.219
C (2.7085, 0.8648, -2.0935)  -1.049
C (1.5884, 0.6576, -1.2834)  1.374
C (1.5029, 1.2136, 0.0033)  1.317
C (2.5944, 1.9799, 0.4273)  -0.706
C (0.4903, -0.2191, -1.7519)  1.302
C (0.3292, -0.4895, -3.1398)  -1.440
C (-0.7022, -1.2583, -3.5668)  -1.498
C (-1.5996, -1.8103, -2.6256)  1.081
C (-2.6878, -2.6306, -3.0028)  -0.945
C (-3.5288, -3.1456, -2.0598)  -0.562
C (-3.3028, -2.8619, -0.6968)  -0.871
C (-2.2604, -2.0684, -0.3111)  0.040
C (-1.3848, -1.5085, -1.2678)  -0.807
N (-0.3535, -0.7040, -0.8551)  0.537
H (4.5357, 2.7740, 0.0044)  0.424
H (4.6455, 1.7623, -2.2640)  0.405
H (2.7775, 0.4024, -3.0690)  0.358
H (2.5765, 2.4297, 1.4121)  0.234
H (0.9995, -0.0354, -3.8517)  0.517
H (-0.8542, -1.4468, -4.6232)  0.430
H (-2.8386, -2.8425, -4.0544)  0.430
H (-4.3603, -3.7731, -2.3509)  0.391
H (-3.9613, -3.2824, 0.0528)  0.451
H (-2.0793, -1.8696, 0.7331)  0.658
Te (-0.0782, 2.5146, 2.9094)  -0.599

Forces on atoms 1 to 6 (eV/Å):
Ta -0.1 0.0 -0.6
O 0.0 -0.1 0.1
C 0.0 0.0 0.0
C -0.1 0.0 0.1
C 0.0 0.0 0.0
C 0.0 0.0 0.0

Calculated values
Electronic energy: -7397.0985 hartree
Energy above the lowest of the compared OMol25 structures with the same formula, charge and spin: 0.371 eV
Orbital gap: 6.2 eV
E_LUMO: -1.19 eV

=====

(2)
A molecular structure, C37H24Cl2N5O6PS2Sn at a distorted geometry. Source: OMol25; level of theory: ωB97M-V/def2-TZVPD.

Each line ends with the Mulliken charge.
Positions of all 78 atoms, in Å:
Sn (-0.6239, -1.5474, -0.1141)  0.928
Cl (2.9866, -6.4097, 3.0239)  -0.222
C (1.6971, -5.2913, 2.6998)  0.042
C (1.3785, -5.0016, 1.3857)  -0.935
C (0.3084, -4.1596, 1.1070)  0.124
N (-0.1180, -3.7585, -0.1715)  0.169
C (0.2654, -4.4022, -1.2726)  0.238
O (0.6383, -5.5681, -1.3703)  -0.715
C (0.0975, -3.6028, -2.5200)  0.417
C (0.6998, -4.0288, -3.6918)  -0.818
C (0.5137, -3.2823, -4.8384)  -0.264
C (-0.3080, -2.1645, -4.7854)  -1.116
C (-0.8736, -1.8175, -3.5761)  -0.023
N (-0.6590, -2.5169, -2.4494)  -0.015
C (-0.3933, -3.5692, 2.1286)  0.231
C (-0.0375, -3.8087, 3.4515)  -0.797
C (0.9918, -4.6885, 3.7350)  0.007
Cl (1.3892, -5.0114, 5.3943)  -0.216
N (-1.3952, -2.7037, 1.6704)  0.279
C (-2.3124, -2.1644, 2.4679)  0.255
O (-2.6541, -2.5189, 3.5919)  -0.743
C (-3.0989, -1.1003, 1.7667)  0.251
C (-4.0026, -0.3170, 2.4601)  -0.533
C (-4.7823, 0.5785, 1.7512)  -0.524
C (-4.6518, 0.6440, 0.3723)  -0.605
C (-3.7073, -0.1551, -0.2345)  -0.329
N (-2.9409, -1.0137, 0.4502)  0.028
H (1.9358, -5.4527, 0.5790)  0.606
H (1.2976, -4.9278, -3.6697)  0.526
H (1.0043, -3.5620, -5.7622)  0.439
H (-0.5011, -1.5608, -5.6616)  0.447
H (-1.5129, -0.9501, -3.4920)  0.733
H (-0.5865, -3.3322, 4.2477)  0.617
H (-4.0703, -0.4307, 3.5321)  0.524
H (-5.4834, 1.2222, 2.2673)  0.427
H (-5.2496, 1.3205, -0.2229)  0.447
H (-3.5552, -0.1287, -1.3059)  0.690
O (1.6667, -1.7906, -0.6083)  -0.325
C (2.6589, -1.3319, -0.0445)  -0.584
C (2.6487, -0.4388, 1.0718)  1.298
C (3.8626, 0.1439, 1.4584)  -0.528
C (3.8838, 1.0282, 2.4964)  -0.602
C (2.7131, 1.3399, 3.2011)  -0.367
C (1.5290, 0.7525, 2.8535)  -0.740
C (1.4560, -0.1566, 1.7722)  -0.726
O (0.3054, -0.6969, 1.5006)  0.635
N (5.1521, 1.6610, 2.8805)  1.044
O (5.1144, 2.5150, 3.7492)  -0.633
O (6.1647, 1.3063, 2.3057)  -0.630
H (3.6477, -1.6296, -0.4206)  0.356
H (4.7790, -0.0907, 0.9306)  0.586
H (2.7695, 2.0499, 4.0148)  0.537
H (0.6084, 0.9728, 3.3765)  0.526
S (-1.5335, 2.1226, 1.3159)  -0.377
P (-0.8256, 2.2190, -0.4808)  1.765
S (-0.5427, 0.4347, -1.5783)  -0.576
C (-1.9004, 3.2134, -1.5529)  0.347
C (-1.8058, 4.6009, -1.4577)  -0.631
C (-2.7023, 5.4066, -2.1406)  -0.663
C (-3.7046, 4.8347, -2.9144)  -0.464
C (-3.8044, 3.4542, -3.0097)  -0.845
C (-2.9043, 2.6438, -2.3304)  -0.167
C (0.7882, 3.0412, -0.5668)  0.004
C (1.4979, 3.0726, -1.7699)  -0.453
C (2.7439, 3.6721, -1.8233)  -0.742
C (3.2927, 4.2358, -0.6751)  -0.529
C (2.5929, 4.2016, 0.5201)  -0.642
C (1.3379, 3.6045, 0.5761)  -0.295
H (-1.0293, 5.0479, -0.8478)  0.384
H (-2.6235, 6.4837, -2.0639)  0.404
H (-4.4126, 5.4664, -3.4360)  0.392
H (-4.5851, 3.0065, -3.6126)  0.422
H (-2.9683, 1.5675, -2.4170)  0.131
H (1.0776, 2.6169, -2.6596)  0.415
H (3.2927, 3.6975, -2.7564)  0.432
H (4.2690, 4.7022, -0.7172)  0.410
H (3.0229, 4.6370, 1.4145)  0.451
H (0.7803, 3.5639, 1.5020)  0.408

Forces on atoms 1 to 6 (eV/Å):
Sn -0.3 -2.4 1.0
Cl -0.1 0.1 0.0
C 0.2 0.0 0.0
C 0.1 -0.1 -0.2
C 0.2 -0.5 -1.0
N 0.6 1.0 0.2

Calculated values
Electronic energy: -4422.0759 hartree
Orbital gap: 6.5 eV
E_LUMO: -1.21 eV